C20H22N4O5 in the gas phase, computed with the ωB97M-V functional and the def2-TZVPD basis.

Output
E_LUMO	0.6772	eV
E_tot	-1370.66066	Eh
structure (SMILES)	Cn1c(N)c(C(=O)COC(=O)CCCc2c[nH]c3ccccc23)c(=O)n(C)c1=O
E_HOMO	-8.0	eV
relative energy (zero: lowest compared OMol25 entry of this formula, charge and spin)	0.00	kJ/mol
HOMO-LUMO gap	8.65	eV

ORCA input file:
```
! RIJCOSX wB97M-V def2-TZVPD def2/J DEFGRID3
* xyz 0 1
C 1.71 -3.17 0.13
N 1.00 -2.20 0.94
C -0.34 -2.33 1.16
N -0.96 -3.40 0.69
C -1.03 -1.36 1.90
C -2.48 -1.42 1.95
O -3.12 -2.45 1.76
C -3.25 -0.15 2.28
O -2.88 0.97 1.48
C -2.51 0.73 0.22
O -2.47 -0.37 -0.28
C -2.04 1.99 -0.46
C -0.64 2.33 0.07
C 0.11 3.28 -0.87
C 0.43 2.58 -2.15
C -0.12 2.78 -3.38
N 0.39 1.89 -4.29
C 1.29 1.09 -3.65
C 2.06 0.04 -4.14
C 2.90 -0.61 -3.25
C 2.98 -0.21 -1.91
C 2.22 0.83 -1.43
C 1.35 1.49 -2.30
C -0.30 -0.27 2.50
O -0.75 0.60 3.22
N 1.08 -0.27 2.25
C 1.84 0.81 2.86
C 1.77 -1.17 1.49
O 2.96 -1.12 1.31
H 1.59 -4.17 0.54
H 2.76 -2.90 0.15
H 1.35 -3.14 -0.91
H -0.57 -3.94 -0.06
H -1.98 -3.40 0.85
H -3.04 0.16 3.31
H -4.31 -0.36 2.14
H -2.73 2.81 -0.26
H -2.00 1.80 -1.53
H -0.07 1.40 0.16
H -0.74 2.76 1.07
H -0.50 4.16 -1.07
H 1.03 3.60 -0.39
H -0.85 3.51 -3.68
H 0.15 1.84 -5.26
H 2.01 -0.26 -5.17
H 3.51 -1.43 -3.59
H 3.65 -0.72 -1.24
H 2.30 1.14 -0.39
H 1.67 0.80 3.94
H 1.49 1.77 2.48
H 2.89 0.66 2.64
*
```

6 unconnected molecules or ions with the total composition C20H22N6O4, computed with the ωB97M-V functional and the def2-TZVPD basis.

Output
E_LUMO	-0.6243	eV
E_tot	-1404.58891	Eh
structure (SMILES)	O=[N+]([O-])c1ccccc1.O=[N+]([O-])c1ccccc1.CC#N.CC#N.CC#N.CC#N
E_HOMO	-9.8	eV
relative energy (zero: lowest compared OMol25 entry of this formula, charge and spin)	929.79	kJ/mol
HOMO-LUMO gap	9.19	eV

ORCA input file:
```
! RIJCOSX wB97M-V def2-TZVPD def2/J DEFGRID3
* xyz 0 1
O 1.27 2.41 0.51
N 0.99 3.25 1.34
O 0.05 3.18 2.10
C 1.87 4.43 1.44
C 1.84 5.18 2.59
C 2.74 6.23 2.73
C 3.58 6.53 1.67
C 3.56 5.79 0.50
C 2.67 4.73 0.37
H 1.14 4.98 3.39
H 2.74 6.82 3.64
H 4.28 7.35 1.74
H 4.19 6.07 -0.34
H 2.62 4.13 -0.53
O -0.20 -3.57 -2.54
N -0.88 -2.57 -2.37
O -1.74 -2.19 -3.13
C -0.64 -1.78 -1.16
C -1.29 -0.58 -1.02
C -1.08 0.19 0.12
C -0.18 -0.27 1.08
C 0.46 -1.48 0.93
C 0.25 -2.25 -0.21
H -1.98 -0.23 -1.78
H -1.65 1.09 0.30
H -0.03 0.35 1.96
H 1.10 -1.92 1.69
H 0.74 -3.21 -0.28
C -1.80 2.60 4.40
C -0.82 1.53 4.52
N -0.06 0.68 4.62
H -2.36 2.67 5.33
H -2.49 2.30 3.61
H -1.37 3.55 4.12
C 1.07 -6.27 -1.33
C 1.70 -5.97 -0.05
N 2.19 -5.74 0.95
H 1.02 -5.39 -1.96
H 0.05 -6.62 -1.14
H 1.60 -7.03 -1.90
C -4.81 0.91 -1.08
C -4.01 2.13 -0.99
N -3.39 3.09 -0.91
H -4.41 0.24 -1.83
H -5.83 1.18 -1.33
H -4.78 0.40 -0.12
C -0.14 -6.12 -5.07
C 1.27 -6.23 -4.72
N 2.39 -6.28 -4.44
H -0.22 -5.96 -6.14
H -0.58 -5.30 -4.51
H -0.63 -7.06 -4.82
*
```

2 unconnected molecules or ions with the total composition C20H23Br2N2 in a non-equilibrium geometry, computed with the ωB97M-V functional and the def2-TZVPD basis.

Output
E_LUMO	-5.7439	eV
E_tot	-6033.16433	Eh
E_HOMO	-10.5	eV
relative energy (zero: lowest compared OMol25 entry of this formula, charge and spin)	0.00	kJ/mol
HOMO-LUMO gap	4.73	eV

ORCA input file:
```
! RIJCOSX wB97M-V def2-TZVPD def2/J DEFGRID3
* xyz 1 1
Br -6.09 3.19 -1.77
C -4.45 2.28 -1.67
C -4.41 0.88 -1.60
C -3.19 0.22 -1.47
C -1.98 0.95 -1.41
C -0.73 0.26 -1.31
C 0.48 0.93 -1.55
C 1.71 0.29 -1.46
C 2.95 0.99 -1.57
C 4.17 0.26 -1.62
C 5.39 0.91 -1.68
C 5.44 2.31 -1.71
Br 7.09 3.21 -1.76
C 4.25 3.06 -1.68
C 3.02 2.41 -1.62
C -2.04 2.37 -1.49
C -3.26 3.03 -1.62
H -5.34 0.31 -1.65
H -3.15 -0.87 -1.47
H -0.72 -0.83 -1.20
H 0.45 1.97 -1.88
H 1.73 -0.79 -1.33
H 4.12 -0.83 -1.61
H 6.32 0.34 -1.70
H 4.29 4.15 -1.70
H 2.11 3.00 -1.57
H -1.13 2.96 -1.47
H -3.29 4.11 -1.70
N 1.52 -2.34 0.91
C 0.73 -3.11 1.88
C -0.26 -2.15 2.54
C -1.26 -2.72 3.57
C -2.52 -1.85 3.37
C -2.39 -1.22 1.97
N -1.06 -1.52 1.55
H 2.04 -1.61 1.40
H 2.20 -2.94 0.44
H 0.18 -3.90 1.34
H 1.35 -3.58 2.67
H 0.37 -1.42 3.09
H -1.49 -3.77 3.34
H -0.87 -2.67 4.59
H -3.44 -2.42 3.47
H -2.53 -1.04 4.11
H -3.14 -1.66 1.29
H -2.59 -0.13 1.98
H -0.61 -1.02 0.79
*
```